Density functional theory data (ωB97M-V/def2-TZVPD) for a molecular structure, C35H23Cl4IN4O4RbS.

CARTESIAN COORDINATES (ANGSTROEM)
Rb  0.194  -0.052  0.167
O  3.743  2.278  1.175
C  2.794  1.949  0.435
O  2.536  0.841  -0.075
C  1.777  3.080  0.174
C  2.235  4.425  0.129
C  1.336  5.425  -0.064
C  -0.043  5.114  -0.181
C  -1.048  6.091  -0.361
C  -2.362  5.724  -0.451
C  -2.727  4.363  -0.365
C  -1.776  3.397  -0.193
C  -0.408  3.754  -0.100
N  0.513  2.760  0.061
H  3.292  4.607  0.261
H  1.651  6.462  -0.119
H  -0.759  7.134  -0.423
H  -3.128  6.477  -0.589
H  -3.770  4.081  -0.437
H  -2.047  2.350  -0.129
Cl  -4.549  -6.126  0.758
C  -3.843  -4.546  0.481
C  -4.660  -3.454  0.380
C  -4.133  -2.184  0.155
I  -5.428  -0.555  0.009
C  -2.753  -1.914  0.002
O  -2.274  -0.780  -0.225
C  -1.896  -3.110  0.147
N  -0.558  -2.910  0.064
C  0.253  -3.934  0.178
C  -0.190  -5.250  0.386
C  -1.533  -5.479  0.486
C  -2.440  -4.403  0.373
H  -5.731  -3.582  0.474
H  1.316  -3.722  0.105
H  0.525  -6.059  0.467
H  -1.918  -6.477  0.652
Cl  0.608  -5.798  6.871
C  1.410  -4.300  6.509
C  1.653  -3.950  5.194
C  2.301  -2.753  4.938
C  2.703  -1.892  5.955
C  3.322  -0.569  5.568
C  2.329  0.591  5.766
N  1.145  0.355  4.965
C  -0.021  -0.257  5.364
C  -0.753  -0.438  4.230
N  -0.063  0.032  3.141
C  1.069  0.495  3.615
O  4.540  -0.394  6.260
C  5.409  0.577  5.689
C  5.168  1.952  6.235
C  4.796  3.033  5.491
Cl  4.447  3.034  3.815
S  4.584  4.446  6.443
C  4.978  3.587  7.876
C  5.268  2.287  7.620
C  2.422  -2.276  7.264
Cl  2.812  -1.255  8.621
C  1.788  -3.474  7.552
H  1.334  -4.593  4.386
H  2.482  -2.462  3.910
H  3.527  -0.618  4.490
H  2.784  1.528  5.450
H  2.040  0.687  6.811
H  -0.206  -0.499  6.397
H  -1.733  -0.874  4.127
H  1.866  0.949  3.038
H  5.318  0.580  4.599
H  6.421  0.251  5.940
H  4.984  4.094  8.827
H  5.534  1.566  8.380
H  1.585  -3.750  8.576

Calculated values
**Multiplicity**: 1
**Energy relative to the best compared isomer or geometry (same formula, charge and spin)**: 0.0 kcal/mol
**HOMO energy**: -0.1588 hartree
**Net charge**: -1
**Lowest unoccupied orbital energy**: 1.92 eV

Density functional theory data (ωB97M-V/def2-TZVPD) for a molecular structure, C35H24ClI2N2O2PPb.

CARTESIAN COORDINATES (ANGSTROEM)
Pb  8.021  10.063  12.035
Cl  11.252  5.024  16.383
C  11.131  6.482  15.447
C  11.970  6.757  14.323
C  11.618  7.644  13.358
C  10.426  8.386  13.441
O  10.020  9.052  12.411
C  9.747  8.357  14.752
C  8.779  9.314  15.180
N  8.287  10.337  14.515
C  7.851  11.574  14.901
C  7.340  11.902  16.176
C  6.738  13.148  16.398
C  6.890  14.189  15.468
C  7.606  14.021  14.263
C  7.899  15.048  13.363
C  8.564  14.773  12.171
C  8.810  13.436  11.869
N  8.490  12.387  12.660
C  7.962  12.676  13.898
C  10.048  7.310  15.657
H  12.911  6.254  14.256
H  12.150  7.802  12.457
H  8.463  9.189  16.266
H  7.347  11.152  17.005
H  6.214  13.387  17.317
H  6.402  15.148  15.678
H  7.624  16.075  13.636
H  8.837  15.509  11.457
H  9.426  13.226  11.021
H  9.420  7.059  16.494
O  5.413  11.646  11.441
C  6.084  11.549  10.459
C  6.070  12.180  9.160
C  5.311  13.303  8.813
C  5.375  13.858  7.502
C  6.175  13.277  6.534
C  6.960  12.160  6.896
C  6.923  11.624  8.174
P  8.045  10.298  8.752
C  9.541  10.719  7.839
C  10.338  9.759  7.218
C  11.574  10.147  6.720
C  12.001  11.455  6.765
C  11.173  12.423  7.335
C  9.939  12.039  7.894
C  7.167  8.819  8.179
C  5.975  8.443  8.860
C  5.465  7.150  8.624
C  5.993  6.302  7.669
C  7.082  6.709  6.927
C  7.663  7.959  7.153
H  4.687  13.737  9.568
H  4.916  14.828  7.358
H  6.292  13.675  5.543
H  7.651  11.717  6.161
H  9.991  8.728  7.137
H  12.142  9.379  6.270
H  13.002  11.739  6.425
H  11.467  13.466  7.359
H  9.269  12.775  8.347
H  5.402  9.151  9.442
H  4.645  6.815  9.261
H  5.571  5.310  7.446
H  7.534  6.046  6.220
H  8.411  8.310  6.445
I  10.397  7.740  9.738
I  11.025  6.331  7.281

Calculated values
**Multiplicity**: 1
**Energy relative to the best compared isomer or geometry (same formula, charge and spin)**: 74.6 kcal/mol
**HOMO energy (spin up / spin down)**: -0.1930 / -0.1935 hartree
**Lowest unoccupied orbital energy (spin up / spin down)**: -1.92 / -1.91 eV

Density functional theory data (ωB97M-V/def2-TZVPD) for a molecular structure, C35H25BrF6IrN3O3PS2Te.

CARTESIAN COORDINATES (ANGSTROEM)
Ir  1.259  0.053  1.031
F  4.006  -3.422  -3.893
C  3.557  -2.875  -2.744
F  4.554  -2.993  -1.852
F  2.550  -3.654  -2.322
C  3.136  -1.442  -2.949
C  3.212  -0.892  -4.212
C  2.800  0.418  -4.421
C  2.338  1.121  -3.327
N  2.270  0.606  -2.101
C  2.641  -0.654  -1.886
S  2.548  -1.313  -0.263
H  3.586  -1.489  -5.032
H  2.841  0.875  -5.400
H  2.002  2.148  -3.423
O  1.248  -3.053  6.687
C  1.313  -2.433  5.494
C  1.676  -1.098  5.347
C  1.697  -0.564  4.081
N  1.409  -1.271  2.974
C  1.052  -2.543  3.138
Br  0.556  -3.533  1.616
C  0.987  -3.171  4.366
H  1.478  -2.439  7.394
H  1.919  -0.477  6.199
H  1.936  0.480  3.930
H  0.681  -4.202  4.451
F  -2.418  1.487  3.803
C  -1.417  2.386  3.675
F  -0.634  2.256  4.761
F  -1.961  3.600  3.708
C  -0.640  2.120  2.355
O  -0.862  2.826  1.395
O  0.099  1.087  2.478
N  -0.274  -0.286  0.042
P  -1.333  -0.224  -1.095
C  -1.211  -1.637  -2.233
C  -0.455  -1.575  -3.401
C  -0.259  -2.713  -4.169
C  -0.799  -3.926  -3.768
C  -1.533  -4.002  -2.593
C  -1.738  -2.864  -1.829
C  -1.333  1.253  -2.135
C  -0.811  2.436  -1.627
C  -0.834  3.590  -2.400
C  -1.387  3.566  -3.671
C  -1.933  2.389  -4.171
C  -1.910  1.235  -3.406
C  -2.981  -0.373  -0.363
C  -4.110  -0.596  -1.149
C  -5.362  -0.655  -0.560
C  -5.490  -0.495  0.815
C  -4.368  -0.281  1.600
C  -3.112  -0.220  1.012
H  -0.014  -0.637  -3.714
H  0.329  -2.654  -5.077
H  -0.637  -4.815  -4.365
H  -1.948  -4.949  -2.271
H  -2.312  -2.927  -0.911
H  -0.420  2.464  -0.620
H  -0.427  4.508  -1.995
H  -1.407  4.467  -4.271
H  -2.376  2.372  -5.159
H  -2.328  0.321  -3.807
H  -4.013  -0.731  -2.220
H  -6.238  -0.827  -1.172
H  -6.470  -0.540  1.273
H  -4.464  -0.155  2.670
H  -2.224  -0.068  1.611
Te  2.485  2.131  0.312
C  2.475  3.091  2.190
C  3.289  2.765  3.245
C  3.140  3.634  4.359
C  2.228  4.619  4.121
S  1.546  4.482  2.565
H  3.984  1.936  3.208
H  3.691  3.538  5.284
H  1.922  5.409  4.789

Calculated values
**Multiplicity**: 2
**Energy relative to the best compared isomer or geometry (same formula, charge and spin)**: 37.3 kcal/mol
**HOMO energy (spin up / spin down)**: -0.2761 / -0.2731 hartree
**Lowest unoccupied orbital energy (spin up / spin down)**: -1.24 / -1.09 eV

Density functional theory data (ωB97M-V/def2-TZVPD) for a molecular structure, C35H25BrN5SSiV.

CARTESIAN COORDINATES (ANGSTROEM)
V  0.021  0.763  -0.756
S  4.966  6.166  0.127
N  5.181  4.574  0.091
C  3.965  4.060  0.016
C  3.660  2.632  -0.020
C  4.640  1.639  0.058
C  4.261  0.319  0.044
C  2.915  0.005  -0.048
N  1.950  0.941  -0.123
C  2.335  2.258  -0.110
C  1.260  3.268  -0.165
N  -0.009  2.793  -0.290
C  -1.010  3.674  -0.323
C  -0.812  5.044  -0.227
C  0.472  5.522  -0.122
C  1.538  4.618  -0.102
C  2.937  5.022  -0.016
N  3.366  6.272  0.035
H  5.684  1.930  0.133
H  4.989  -0.481  0.102
H  2.594  -1.025  -0.060
H  -2.008  3.277  -0.443
H  -1.665  5.709  -0.250
H  0.678  6.584  -0.060
Br  -6.443  1.316  -0.136
C  -4.602  1.129  -0.185
C  -3.858  1.256  0.977
C  -2.497  1.069  0.917
N  -1.863  0.773  -0.234
C  -2.598  0.667  -1.359
C  -3.967  0.842  -1.378
H  -4.333  1.480  1.925
H  -1.881  1.135  1.802
H  -2.082  0.396  -2.278
H  -4.522  0.731  -2.301
C  2.694  -2.377  -3.147
C  1.719  -1.404  -3.306
C  0.768  -1.242  -2.302
C  0.774  -2.015  -1.130
C  1.778  -2.982  -0.989
C  2.718  -3.170  -1.999
Si  -0.466  -1.640  0.199
C  0.025  -2.083  1.900
C  -0.435  -3.292  2.442
C  0.023  -3.726  3.682
C  0.934  -2.957  4.395
C  1.386  -1.746  3.881
C  0.933  -1.315  2.642
C  -2.121  -2.285  -0.261
C  -3.192  -2.175  0.641
C  -4.453  -2.659  0.321
C  -4.663  -3.274  -0.908
C  -3.613  -3.409  -1.807
C  -2.348  -2.919  -1.486
H  3.431  -2.530  -3.926
H  1.685  -0.804  -4.208
H  -0.043  -0.538  -2.503
H  1.823  -3.592  -0.089
H  3.475  -3.939  -1.892
H  -1.149  -3.901  1.895
H  -0.334  -4.663  4.092
H  1.290  -3.297  5.360
H  2.083  -1.139  4.450
H  1.273  -0.359  2.264
H  -3.036  -1.727  1.620
H  -5.267  -2.575  1.034
H  -5.644  -3.668  -1.155
H  -3.773  -3.910  -2.755
H  -1.539  -3.046  -2.198

Calculated values
**Multiplicity**: 3
**HOMO energy (spin up / spin down)**: -0.5105 / -0.4661 hartree
**Net charge**: +2
**Lowest unoccupied orbital energy (spin up / spin down)**: -6.58 / -6.51 eV

Density functional theory data (ωB97M-V/def2-TZVPD) for 6 unconnected molecules or ions with the total composition C35H25NO15.

CARTESIAN COORDINATES (ANGSTROEM)
C  -0.848  2.916  3.440
C  -1.856  2.277  3.301
C  -3.045  1.606  2.781
C  -4.271  2.531  2.694
O  -5.248  1.939  1.926
O  -4.794  2.735  3.999
C  -4.442  3.860  4.685
O  -5.185  4.337  5.480
O  -4.023  3.813  2.163
N  -3.202  3.768  1.000
O  -2.627  4.766  0.875
H  -0.014  3.521  3.704
H  -3.335  0.832  3.498
H  -2.856  1.100  1.839
H  -5.553  1.155  2.410
H  -3.434  4.251  4.520
O  1.522  2.544  -3.047
C  1.030  2.057  -2.046
C  -0.355  2.387  -1.632
C  -0.883  1.859  -0.531
C  -0.109  0.924  0.324
O  -0.585  0.446  1.333
C  1.275  0.597  -0.097
C  1.807  1.123  -1.197
H  -0.900  3.073  -2.267
H  -1.892  2.085  -0.210
H  1.823  -0.083  0.543
H  2.821  0.909  -1.525
O  6.647  4.400  -2.879
C  5.895  4.451  -1.930
C  4.442  4.695  -2.112
C  3.616  4.746  -1.070
C  4.108  4.559  0.317
O  3.352  4.596  1.264
C  5.563  4.319  0.500
C  6.390  4.268  -0.541
H  4.099  4.823  -3.131
H  2.553  4.919  -1.184
H  5.901  4.186  1.519
H  7.452  4.092  -0.433
O  -5.179  -0.815  1.984
C  -4.663  -1.517  1.138
C  -3.426  -2.279  1.423
C  -2.857  -3.038  0.492
C  -3.443  -3.155  -0.865
O  -2.929  -3.856  -1.712
C  -4.685  -2.392  -1.150
C  -5.251  -1.630  -0.220
H  -3.018  -2.182  2.421
H  -1.953  -3.601  0.677
H  -5.092  -2.493  -2.148
H  -6.155  -1.061  -0.400
O  -2.819  -5.184  2.594
C  -2.694  -6.342  2.252
C  -2.339  -7.396  3.236
C  -2.199  -8.665  2.867
C  -2.392  -9.083  1.454
O  -2.266  -10.240  1.118
C  -2.747  -8.028  0.470
C  -2.887  -6.758  0.840
H  -2.204  -7.068  4.259
H  -1.940  -9.450  3.566
H  -2.881  -8.354  -0.553
H  -3.143  -5.977  0.134
O  4.353  -0.295  -2.157
C  4.984  -0.035  -3.164
C  4.742  1.220  -3.917
C  5.435  1.504  -5.016
C  6.477  0.580  -5.532
O  7.109  0.837  -6.532
C  6.714  -0.678  -4.775
C  6.021  -0.962  -3.676
H  3.974  1.879  -3.527
H  5.279  2.413  -5.583
H  7.476  -1.337  -5.170
H  6.177  -1.870  -3.107

Calculated values
**SMILES**: C#CC[C@@](O)(OC=O)ON=O.O=C1C=CC(=O)C=C1.O=C1C=CC(=O)C=C1.O=C1C=CC(=O)C=C1.O=C1C=CC(=O)C=C1.O=C1C=CC(=O)C=C1
**Multiplicity**: 1
**HOMO energy**: -0.3771 hartree
**Lowest unoccupied orbital energy**: -1.82 eV

Density functional theory data (ωB97M-V/def2-TZVPD) for a molecular structure, C35H26BrKN7OS.

CARTESIAN COORDINATES (ANGSTROEM)
K  -1.133  0.774  0.345
Br  -1.963  8.309  0.540
C  -2.046  6.410  0.295
C  -2.108  5.892  -1.003
C  -2.223  4.547  -1.176
C  -2.304  3.612  -0.084
O  -2.498  2.398  -0.298
C  -2.144  4.189  1.237
C  -2.089  3.416  2.426
N  -2.200  2.139  2.507
C  -2.264  1.504  3.708
C  -2.923  2.015  4.820
C  -3.014  1.294  6.011
C  -2.435  0.059  6.139
C  -1.779  -0.519  5.036
C  -1.190  -1.798  5.086
C  -0.649  -2.335  3.951
C  -0.700  -1.579  2.768
N  -1.184  -0.370  2.704
C  -1.718  0.184  3.800
C  -2.034  5.582  1.380
H  -2.061  6.567  -1.847
H  -2.270  4.126  -2.171
H  -1.903  3.999  3.345
H  -3.406  2.980  4.756
H  -3.551  1.726  6.845
H  -2.485  -0.493  7.069
H  -1.182  -2.338  6.024
H  -0.204  -3.321  3.954
H  -0.344  -1.978  1.829
H  -1.954  6.000  2.376
N  2.072  -3.864  -8.719
C  1.834  -3.397  -7.698
C  1.548  -2.841  -6.434
C  2.210  -3.331  -5.306
C  1.924  -2.806  -4.063
C  0.980  -1.792  -3.915
C  0.333  -1.302  -5.048
C  0.607  -1.819  -6.297
C  0.659  -1.274  -2.563
C  1.448  -0.236  -2.072
C  2.617  0.299  -2.701
C  3.036  1.334  -1.903
C  2.107  1.395  -0.832
N  1.180  0.466  -0.919
C  -0.418  -1.879  -1.921
C  -1.326  -2.805  -2.522
C  -2.235  -3.136  -1.554
C  -1.835  -2.428  -0.394
N  -0.765  -1.690  -0.601
H  2.937  -4.124  -5.417
H  2.432  -3.186  -3.187
H  -0.396  -0.513  -4.940
H  0.098  -1.446  -7.175
H  3.069  -0.051  -3.612
H  3.892  1.970  -2.047
H  2.108  2.100  -0.012
H  -1.303  -3.137  -3.543
H  -3.079  -3.795  -1.642
H  -2.299  -2.480  0.578
S  2.519  0.430  3.399
C  2.879  -0.620  2.191
N  2.445  -1.904  2.133
C  2.628  -2.435  0.796
C  3.758  -1.544  0.258
N  3.734  -0.413  1.166
H  1.638  -2.156  2.682
H  1.717  -2.323  0.196
H  2.908  -3.489  0.836
H  3.586  -1.232  -0.773
H  4.733  -2.047  0.334
H  3.981  0.514  0.865

Calculated values
**Multiplicity**: 1
**Energy relative to the best compared isomer or geometry (same formula, charge and spin)**: 9.7 kcal/mol
**HOMO energy**: -0.1686 hartree
**Net charge**: -1
**Lowest unoccupied orbital energy**: 1.93 eV